Formula: C21H42N2O4P
Source: OMol25
Level of theory: ωB97M-V with the def2-TZVPD basis set

**Largest force on an atom**: 9.70 eV/Å
**LUMO**: -0.1758 Ha
**Net charge**: +1
**Kohn-Sham gap**: 0.260 Eh

```
70
Properties=species:S:1:pos:R:3:lowdin_charge:R:1
H -0.27460 -0.58002 1.02679 0.077
O -1.99658 3.51881 2.85075 -0.242
C 5.38201 -2.74213 -2.72330 -0.245
H -5.16035 -4.39284 -3.30307 0.111
H 6.33308 -3.30166 -3.17802 0.125
H -5.76770 -2.76162 -0.65978 0.073
C 0.63291 2.11613 -2.68768 -0.015
C -2.48934 -0.59045 -1.63266 -0.159
C 0.37390 3.92318 5.54140 -0.311
O 0.14176 2.23411 2.82245 -0.233
H 0.20908 0.20220 3.27204 0.107
H -2.69993 4.51331 5.32684 0.063
C -3.63464 -2.91974 -2.46001 -0.220
H 3.00824 -3.59968 -0.59931 0.051
H 1.95296 2.86749 6.57520 0.086
H 2.14525 2.91805 4.80480 0.088
H -2.88558 -3.68903 -2.94842 0.111
H 2.84375 -1.63391 -3.59478 0.151
H -4.07480 5.42862 4.68354 0.083
O -1.90564 1.25045 3.49385 -0.235
H -3.60570 -3.09649 -1.28788 0.106
C -0.30661 0.50589 1.17506 -0.088
C -0.92567 1.75932 -2.34890 0.102
C 3.98002 -4.19029 -0.88069 -0.146
H -7.19367 -2.62666 -1.98624 0.077
H -5.59055 -2.52335 -3.73337 0.104
H -3.87056 3.13817 3.61486 0.108
H 4.43840 0.85902 -3.05346 0.112
H 0.39382 -1.77652 -1.93340 0.158
C -3.16731 -1.41277 -2.92026 -0.188
H -4.07049 -0.77589 -3.32951 0.119
H 4.58143 0.06709 -1.34913 0.127
H 2.86023 -1.69077 -1.71092 0.126
C 1.42056 2.82588 5.62026 -0.083
H -1.35757 0.82047 1.17782 0.076
H 3.80849 -4.83454 -1.86010 0.084
H -2.23061 -1.43888 -0.83484 0.119
H 4.19289 -4.93716 0.02305 0.088
H -3.26156 0.13718 -1.11899 0.139
H 5.78987 -1.01436 -4.15546 0.127
C -5.20020 -3.27474 -2.91862 -0.243
H 5.34929 -2.29711 -0.39321 0.107
N 1.84558 1.28428 -2.79991 0.087
H -0.38980 3.78104 6.31273 0.110
H -1.82982 2.50432 -2.31312 0.129
C -3.25462 3.98404 3.30310 -0.305
H 0.84692 4.89423 5.71373 0.126
H 0.15783 0.98652 0.30734 0.048
C -1.06410 0.11603 -2.04097 -0.067
H -3.74988 4.46196 2.45165 0.120
C 0.43260 0.89057 2.44762 -0.297
N 1.72086 -0.04235 -2.54776 -0.134
C 2.94308 -0.95029 -2.64358 -0.123
H 4.45655 -3.19485 -3.31873 0.102
H 6.23800 -3.87922 -0.90354 0.116
H 0.82199 3.28113 -2.88371 0.135
C 5.62575 -1.14164 -2.98001 -0.206
C 5.29425 -3.19069 -1.14895 -0.248
C -3.10542 4.99061 4.42791 -0.082
C 4.37895 -0.17212 -2.50114 -0.179
O -0.25976 3.97744 4.27010 -0.207
P -1.12828 2.53842 3.86048 0.738
H -2.41683 5.79186 4.14628 0.086
H -2.35318 -1.56978 -3.77836 0.121
H 0.96357 1.83715 5.53476 0.066
H 6.60085 -0.84056 -2.39169 0.127
C -6.23783 -3.21611 -1.63277 -0.146
H -6.61011 -4.31924 -1.39596 0.085
C 0.39343 -0.60602 -2.17406 0.083
H 1.51112 0.81851 2.27186 0.117
```